Record 1
A cluster of 6 separate species, C46H64F15N3O14P2S in total at a distorted geometry, computed with the ωB97M-V functional and the def2-TZVPD basis.

```
145
Properties=species:S:1:pos:R:3
C -3.781 11.567 0.607
O -2.663 10.708 1.003
C -3.055 9.305 0.832
C -1.839 8.284 1.083
C -1.257 7.650 -0.287
C -1.533 6.082 -0.451
C -3.055 5.656 -0.482
C -3.425 4.171 -0.681
C -2.333 3.019 -0.848
C -0.855 3.477 -0.788
C -0.429 4.983 -0.580
C 1.128 5.436 -0.538
N 1.545 5.511 -2.002
S 0.409 2.108 -0.979
C -0.509 0.675 -0.201
C 0.343 -0.386 0.533
C -0.404 -1.577 1.179
C 0.495 -2.712 1.901
C 1.126 -3.729 0.802
O 1.679 -3.185 -0.209
N 1.101 -5.198 0.934
C 0.691 -5.846 -0.373
C 2.516 -5.674 1.155
C -1.975 -1.671 1.094
C -2.605 -2.977 1.788
O -2.107 -4.124 1.009
C -2.914 -4.274 -0.200
C -2.837 -0.579 0.347
P -4.697 -0.853 0.348
C -5.170 -0.806 2.214
C -5.675 0.572 -0.403
C -2.081 0.618 -0.325
N -2.825 1.647 -1.079
P -2.820 1.187 -2.797
C -4.286 2.104 -3.646
O -1.439 1.777 -3.623
H -3.960 11.384 -0.511
H -3.524 12.682 0.739
H -4.746 11.329 1.171
H -3.878 9.124 1.622
H -3.539 9.213 -0.207
H -2.219 7.453 1.766
H -1.003 8.875 1.592
H -0.156 7.941 -0.486
H -1.847 8.163 -1.142
H -3.897 6.437 -0.378
H -4.530 3.899 -0.712
H 1.269 6.480 -0.106
H 1.798 4.656 -0.046
H 1.763 6.496 -2.253
H 2.445 5.002 -2.117
H 1.476 -0.335 0.579
H 1.334 -2.167 2.451
H -0.113 -3.312 2.678
H 0.899 -6.974 -0.279
H -0.418 -5.688 -0.609
H 1.334 -5.484 -1.259
H 2.948 -5.170 2.096
H 2.489 -6.808 1.275
H 3.107 -5.447 0.202
H -2.241 -3.142 2.856
H -3.742 -3.036 1.729
H -2.751 -3.393 -0.935
H -2.638 -5.222 -0.785
H -4.036 -4.354 0.040
H -4.306 -0.461 2.878
H -6.058 -0.100 2.409
H -5.513 -1.842 2.594
H -5.556 0.615 -1.551
H -6.801 0.468 -0.168
H -5.320 1.570 0.025
H -4.695 2.822 -2.857
H -5.007 1.280 -3.959
H -3.861 2.673 -4.547
H -1.124 1.151 -4.310
C 4.344 -0.638 -1.042
C 5.034 -1.959 -0.771
O 6.319 -2.000 -1.413
C 7.333 -1.405 -0.752
O 7.220 -0.857 0.314
C 8.640 -1.570 -1.525
F 8.493 -1.333 -2.846
F 9.134 -2.822 -1.414
F 9.606 -0.738 -1.095
H 4.282 -0.450 -2.118
H 3.336 -0.637 -0.624
H 4.901 0.195 -0.606
H 4.444 -2.775 -1.195
H 5.127 -2.153 0.301
C -3.588 4.139 7.079
C -3.078 5.410 6.428
O -2.156 5.101 5.371
C -2.707 4.785 4.179
O -3.892 4.747 3.970
C -1.618 4.531 3.140
F -0.612 3.767 3.616
F -1.050 5.680 2.714
F -2.083 3.905 2.045
H -2.754 3.519 7.417
H -4.225 4.373 7.935
H -4.165 3.539 6.372
H -2.527 6.002 7.161
H -3.898 6.032 6.061
C -5.568 -2.872 5.961
C -6.856 -2.104 6.189
O -6.955 -1.677 7.556
C -6.295 -0.542 7.870
O -5.647 0.104 7.087
C -6.527 -0.179 9.334
F -6.419 -1.245 10.155
F -7.760 0.334 9.535
F -5.653 0.739 9.787
H -5.485 -3.702 6.667
H -5.529 -3.267 4.944
H -4.696 -2.232 6.118
H -7.710 -2.758 6.001
H -6.944 -1.254 5.507
C 5.237 -3.151 -4.366
C 4.756 -3.600 -5.731
O 3.448 -4.187 -5.637
C 2.412 -3.323 -5.624
O 2.526 -2.126 -5.682
C 1.087 -4.082 -5.572
F 1.105 -5.094 -4.679
F 0.777 -4.631 -6.766
F 0.050 -3.294 -5.233
H 5.198 -3.979 -3.653
H 6.263 -2.780 -4.421
H 4.602 -2.356 -3.967
H 5.421 -4.374 -6.116
H 4.765 -2.779 -6.453
C 10.595 -6.419 -5.038
C 10.116 -6.872 -6.404
O 8.814 -7.469 -6.311
C 7.771 -6.614 -6.298
O 7.876 -5.415 -6.354
C 6.452 -7.381 -6.248
F 6.475 -8.394 -5.357
F 6.145 -7.932 -7.441
F 5.411 -6.599 -5.908
H 10.563 -7.247 -4.326
H 11.617 -6.040 -5.094
H 9.954 -5.630 -4.638
H 10.788 -7.641 -6.791
H 10.118 -6.050 -7.125
```

Highest occupied orbital energy   -7.537 eV

=====

Record 2
A structure of composition C46H64N3O6STa at a distorted geometry, computed with the ωB97M-V functional and the def2-TZVPD basis.

```
121
Properties=species:S:1:pos:R:3
Ta 0.080 0.527 -0.644
C -1.879 1.425 3.149
N -0.641 0.715 2.878
C 0.468 1.363 3.556
C -0.766 -0.681 3.266
C -1.223 -1.587 2.120
N -0.317 -1.642 0.962
C -0.755 -2.751 0.087
C -2.025 -2.541 -0.686
C -3.053 -3.455 -0.575
C -4.204 -3.350 -1.349
C -4.240 -2.329 -2.284
C -3.218 -1.394 -2.455
C -2.108 -1.464 -1.597
O -1.125 -0.545 -1.521
C -3.407 -0.347 -3.547
C -3.741 -1.038 -4.881
C -2.168 0.516 -3.798
C -4.561 0.577 -3.134
C -5.324 -4.359 -1.154
C -6.601 -3.980 -1.909
C -5.683 -4.458 0.335
C -4.838 -5.729 -1.647
C 1.067 -1.919 1.431
C 1.971 -2.493 0.375
C 2.603 -3.700 0.592
C 3.408 -4.281 -0.379
C 3.552 -3.587 -1.572
C 2.930 -2.370 -1.846
C 2.119 -1.801 -0.846
O 1.406 -0.699 -0.972
C 3.204 -1.694 -3.185
C 4.579 -1.022 -3.054
C 2.162 -0.630 -3.554
C 3.231 -2.731 -4.320
C 4.011 -5.654 -0.108
C 5.024 -6.076 -1.174
C 4.698 -5.670 1.264
C 2.862 -6.674 -0.109
H -2.110 1.453 4.227
H -2.702 0.945 2.627
H -1.804 2.447 2.793
H 0.328 1.409 4.649
H 0.578 2.375 3.176
H 1.393 0.836 3.337
H -1.507 -0.793 4.073
H 0.189 -1.033 3.659
H -2.199 -1.256 1.764
H -1.334 -2.604 2.535
H -0.857 -3.666 0.692
H 0.037 -2.915 -0.647
H -2.942 -4.264 0.133
H -5.109 -2.233 -2.909
H -2.961 -1.749 -5.145
H -3.800 -0.290 -5.669
H -4.688 -1.566 -4.852
H -1.299 -0.101 -4.011
H -1.955 1.143 -2.935
H -2.357 1.156 -4.658
H -5.479 0.017 -2.973
H -4.741 1.319 -3.909
H -4.307 1.090 -2.210
H -6.942 -2.990 -1.612
H -7.384 -4.697 -1.671
H -6.448 -3.999 -2.984
H -5.950 -3.480 0.725
H -4.860 -4.849 0.925
H -6.532 -5.127 0.462
H -4.561 -5.675 -2.696
H -5.632 -6.463 -1.528
H -3.969 -6.058 -1.083
H 1.019 -2.644 2.256
H 1.482 -0.972 1.783
H 2.453 -4.196 1.539
H 4.180 -4.010 -2.336
H 4.507 -0.189 -2.357
H 4.916 -0.651 -4.020
H 5.317 -1.730 -2.677
H 2.244 0.236 -2.900
H 1.149 -1.030 -3.488
H 2.336 -0.295 -4.577
H 4.102 -3.375 -4.261
H 3.265 -2.220 -5.279
H 2.336 -3.348 -4.292
H 5.864 -5.387 -1.215
H 4.557 -6.120 -2.154
H 5.410 -7.067 -0.946
H 5.417 -4.858 1.342
H 5.221 -6.612 1.415
H 3.975 -5.564 2.068
H 2.438 -6.758 -1.106
H 2.069 -6.367 0.567
H 3.220 -7.652 0.203
O 3.158 1.240 -0.883
S 2.003 2.049 -0.641
O 2.214 3.448 -0.473
O 1.245 1.469 0.538
O 0.991 1.799 -1.767
C -5.468 1.741 0.859
C -4.856 2.964 0.644
C -3.535 3.050 0.251
C -2.759 1.890 0.073
C -3.406 0.661 0.277
C -4.732 0.586 0.648
N -1.420 1.897 -0.272
C -0.931 3.229 -0.467
C -0.408 3.978 0.578
C 0.014 5.280 0.368
C -0.085 5.851 -0.888
C -0.617 5.112 -1.931
C -1.053 3.819 -1.723
H -6.495 1.694 1.185
H -5.416 3.875 0.793
H -3.100 4.024 0.087
H -2.835 -0.235 0.124
H -5.194 -0.383 0.767
H -0.317 3.524 1.552
H 0.422 5.838 1.198
H 0.256 6.862 -1.057
H -0.705 5.544 -2.916
H -1.474 3.249 -2.539
```

Energy relative to the best compared isomer or geometry (same formula, charge and spin)   1.914 eV
Highest occupied orbital energy   -7.789 eV

=====

Record 3
A structure of composition C46H67KN4O3 at a distorted geometry, computed with the ωB97M-V functional and the def2-TZVPD basis.

```
121
Properties=species:S:1:pos:R:3
K -0.094 -0.270 0.722
C 1.824 0.724 -1.992
N 0.459 0.759 -2.473
C 0.396 0.707 -3.912
C -0.275 1.888 -1.924
C -1.774 1.645 -1.757
N -2.058 0.558 -0.833
C -3.100 0.888 0.133
C -2.882 2.130 0.976
C -4.005 2.847 1.330
C -3.967 3.936 2.200
C -2.716 4.277 2.699
C -1.536 3.616 2.374
C -1.572 2.496 1.464
O -0.539 1.863 1.070
C -0.258 4.165 3.049
C 1.065 3.480 2.677
C -0.401 4.048 4.577
C -0.097 5.654 2.689
C -5.256 4.666 2.573
C -5.011 5.812 3.558
C -6.241 3.686 3.229
C -5.903 5.262 1.312
C -2.370 -0.673 -1.561
C -2.589 -1.909 -0.726
C -3.875 -2.379 -0.520
C -4.142 -3.549 0.179
C -3.031 -4.279 0.610
C -1.720 -3.897 0.389
C -1.440 -2.635 -0.269
O -0.263 -2.177 -0.453
C -0.572 -4.798 0.858
C 0.239 -4.060 1.932
C 0.330 -5.174 -0.333
C -1.074 -6.114 1.462
C -5.551 -4.045 0.497
C -6.629 -3.125 -0.082
C -5.738 -4.102 2.021
C -5.765 -5.449 -0.092
H 2.402 1.615 -2.302
H 2.324 -0.165 -2.385
H 1.819 0.661 -0.904
H 0.898 1.571 -4.392
H -0.647 0.699 -4.234
H 0.871 -0.206 -4.277
H -0.126 2.799 -2.539
H 0.094 2.082 -0.918
H -2.260 1.473 -2.733
H -2.191 2.571 -1.354
H -3.199 0.019 0.793
H -4.074 1.004 -0.387
H -4.959 2.530 0.913
H -2.651 5.119 3.380
H 1.052 2.423 2.927
H 1.876 3.966 3.234
H 1.270 3.567 1.611
H -0.456 2.997 4.860
H -1.298 4.554 4.941
H 0.471 4.489 5.073
H 0.018 5.766 1.608
H 0.792 6.068 3.178
H -0.959 6.248 3.002
H -4.571 5.444 4.487
H -5.958 6.303 3.800
H -4.340 6.559 3.129
H -5.790 3.244 4.120
H -6.493 2.872 2.549
H -7.168 4.196 3.517
H -5.214 5.965 0.839
H -6.832 5.792 1.552
H -6.133 4.478 0.589
H -1.520 -0.862 -2.221
H -3.278 -0.511 -2.180
H -4.691 -1.782 -0.915
H -3.216 -5.205 1.144
H 0.604 -3.116 1.537
H 1.097 -4.658 2.261
H -0.386 -3.844 2.803
H 0.732 -4.270 -0.784
H -0.250 -5.718 -1.085
H 1.154 -5.816 -0.001
H -1.663 -5.950 2.368
H -0.211 -6.729 1.728
H -1.681 -6.670 0.742
H -6.539 -2.118 0.329
H -7.622 -3.512 0.163
H -6.545 -3.067 -1.170
H -5.573 -3.113 2.453
H -5.016 -4.783 2.474
H -6.746 -4.442 2.284
H -5.622 -5.428 -1.174
H -6.779 -5.809 0.120
H -5.055 -6.163 0.328
C 3.039 -2.231 0.278
N 2.373 -1.326 1.201
C 2.529 -1.542 2.456
C 1.743 -0.942 3.484
C 2.034 -0.934 4.865
C 0.967 -0.287 5.482
C 0.081 0.046 4.441
N 0.533 -0.342 3.246
C 4.534 -2.054 0.161
C 5.390 -3.148 0.238
C 6.762 -3.001 0.077
C 7.301 -1.745 -0.158
C 6.457 -0.642 -0.219
C 5.089 -0.795 -0.059
H 2.596 -2.056 -0.707
H 2.824 -3.274 0.537
H 3.286 -2.264 2.812
H 2.924 -1.332 5.335
H 0.845 -0.073 6.535
H -0.878 0.546 4.530
H 4.966 -4.129 0.427
H 7.410 -3.868 0.141
H 8.370 -1.624 -0.291
H 6.873 0.344 -0.390
H 4.427 0.063 -0.092
O -2.587 -1.769 3.088
H -1.856 -1.145 3.221
H -2.353 -2.265 2.289
```

Net charge   -2
Energy relative to the best compared isomer or geometry (same formula, charge and spin)   1.350 eV
Highest occupied orbital energy   -1.512 eV